[1]
13
Properties=species:S:1:pos:R:3:lowdin_charge:R:1 method="wB97M-V/def2-TZVPD" orbital_gap_ev=9.70 total_energy_ha=-754.9425 homo_energy_ev=-8.85 lumo_energy_ha=0.0314 smiles="Sc1nc[nH]n1.C=O"
S 2.3017 -0.3095 1.4947 0.795
C 0.7090 -0.6862 0.9304 -0.826
N -0.4346 -0.9794 1.6535 0.078
C -1.2793 -1.3299 0.7875 -0.196
N -0.7388 -1.3118 -0.5089 0.031
N 0.5216 -0.7823 -0.3481 -0.013
H 2.6140 -0.3283 0.1918 -0.116
H -2.3155 -1.7038 0.9182 0.131
H -1.2941 -1.1007 -1.2855 0.109
C 0.0208 2.1703 -0.9124 -0.156
O -0.8179 1.3895 -1.1796 -0.039
H -0.0858 2.6463 0.0518 0.080
H 0.7990 2.3257 -1.7935 0.123

[2]
13
Properties=species:S:1:pos:R:3:lowdin_charge:R:1 method="wB97M-V/def2-TZVPD" orbital_gap_ev=9.70 total_energy_ha=-754.9355 homo_energy_ev=-9.54 lumo_energy_ha=0.0059 smiles="N#CCSNC(N)=O"
N 3.4609 -1.2049 -0.3338 0.075
C 2.5329 -0.4545 0.0496 -0.199
C 1.5754 0.6519 0.6778 -0.457
S 0.4442 1.7443 -0.2226 0.911
N -0.6987 0.7160 -0.7392 -0.372
C -1.3919 -0.0926 0.1362 -0.708
N -2.0644 -1.0850 -0.4175 0.139
O -1.2659 0.0786 1.3715 -0.002
H 2.3890 1.4054 0.9556 0.085
H 1.1214 0.0368 1.4992 0.078
H -0.6088 0.5623 -1.8671 0.181
H -2.8317 -0.7193 -1.2085 0.202
H -2.6623 -1.6392 0.0989 0.066

[3]
13
Properties=species:S:1:pos:R:3:lowdin_charge:R:1 method="wB97M-V/def2-TZVPD" orbital_gap_ev=8.87 total_energy_ha=-754.9800 homo_energy_ev=-8.57 lumo_energy_ha=0.0108
C -0.0501 -0.7205 -1.3024 -0.862
C -1.3734 0.8368 0.4424 -0.434
C 0.5669 0.9091 1.8132 0.003
N 0.5653 -0.3366 -0.2330 0.036
N -0.1388 0.4757 0.6136 -0.182
N 0.6085 -1.4725 -2.2226 0.062
O -2.2521 1.4460 0.9306 0.123
S -1.6838 -0.2395 -1.6134 0.796
H 0.1063 0.4826 2.7061 0.097
H 1.5872 0.5526 1.7121 0.088
H 0.5433 1.9969 1.8873 0.097
H 1.4773 -1.8768 -1.9119 0.095
H 0.0434 -2.0538 -2.8221 0.082